The following is a DFT calculation (wB97M-V/def2-TZVPD) of C2H7INOP in the gas phase at a distorted geometry.

Bonds (Å) are listed after each position.
Positions of all 13 atoms, in Å:
1 H 1.27 2.49 -1.96  N2 0.993
2 N 0.98 1.60 -1.63  H1 0.993, P5 1.690, H8 1.008
3 C -0.22 -0.27 0.02  P5 1.801, H10 1.112, C12 1.497, H13 1.007
4 I 3.08 -0.26 0.08  P5 2.521
5 P 0.96 1.09 -0.02  N2 1.690, C3 1.801, I4 2.521, O6 1.901
6 O 0.56 2.51 1.19  P5 1.901
7 H 0.61 -0.66 2.03  C12 1.179
8 H 1.18 0.81 -2.23  N2 1.008
9 H -1.12 -0.93 1.86  C12 1.088
10 H 0.00 -0.95 -0.84  C3 1.112
11 H 0.01 -2.16 1.04  C12 1.143
12 C -0.21 -1.06 1.28  C3 1.497, H7 1.179, H9 1.088, H11 1.143
13 H -1.19 -0.01 -0.03  C3 1.007

Values from the calculation:
* E_LUMO: -0.7 eV
* SMILES string: CC[P@@](N)(=O)I
* E_tot: -23113.290 eV
* ΔE to the lowest compared entry with this formula, charge and spin: 2.531 eV
* E_HOMO: -0.350 Ha
* max |F|: 7.85 eV Å⁻¹

=====

The following is a DFT calculation (wB97M-V/def2-TZVPD) of C2H7INP in the gas phase at a distorted geometry.

Bonds (Å) are listed after each position.
Positions of all 12 atoms, in Å:
1 H 1.53 -0.27 -1.34  C4 1.193
2 H -3.14 0.91 -0.71  P8 1.452
3 C 0.43 0.17 0.66  C4 1.672, N5 1.512, H6 1.170, H12 1.192
4 C 1.81 -0.24 -0.19  H1 1.193, C3 1.672, H7 1.172, H9 1.173
5 N -0.63 0.44 -0.39  C3 1.512, P8 1.783, H10 1.043
6 H 0.72 1.09 1.32  C3 1.170
7 H 2.21 -1.31 0.09  C4 1.172
8 P -2.29 0.18 0.21  H2 1.452, N5 1.783, I11 2.471
9 H 2.60 0.61 -0.04  C4 1.173
10 H -0.50 1.35 -0.87  N5 1.043
11 I -2.89 -2.19 -0.15  P8 2.471
12 H 0.14 -0.73 1.40  C3 1.192

Values from the calculation:
* E_LUMO: 0.1 eV
* SMILES string: CCNPI
* E_tot: -21065.946 eV
* ΔE to the lowest compared entry with this formula, charge and spin: 0.000 eV
* E_HOMO: -0.304 Ha
* max |F|: 2.74 eV Å⁻¹

=====

The following is a DFT calculation (wB97M-V/def2-TZVPD) of a 2-piece molecular cluster, C2H7N overall at a distorted geometry.

Bonds (Å) are listed after each position.
Positions of all 10 atoms, in Å:
1 H -0.27 -1.00 1.53  C8 1.088
2 H 0.11 -2.09 -1.71  H10 0.741
3 H -0.84 -0.57 -0.30  C8 1.152
4 C -0.06 0.62 0.05  H7 1.106, C8 1.504, N9 1.313
5 H 1.68 1.14 -0.49  N9 1.015
6 H -1.81 -0.14 1.24  C8 1.079
7 H -0.51 1.58 -0.24  C4 1.106
8 C -0.84 -0.39 0.84  H1 1.088, H3 1.152, C4 1.504, H6 1.079
9 N 1.06 0.33 -0.57  C4 1.313, H5 1.015
10 H -0.35 -2.39 -1.22  H2 0.741

Values from the calculation:
* E_LUMO: 1.2 eV
* SMILES string: [H]/N=C/C.[H][H]
* E_tot: -3673.818 eV
* ΔE to the lowest compared entry with this formula, charge and spin: 3.664 eV
* E_HOMO: -0.317 Ha
* max |F|: 3.26 eV Å⁻¹

=====

The following is a DFT calculation (wB97M-V/def2-TZVPD) of C2H7N in the gas phase at a distorted geometry.

Bonds (Å) are listed after each position.
Positions of all 10 atoms, in Å:
1 H -0.11 1.43 0.42  N10 1.018
2 H -1.32 -0.94 -0.90  C6 1.162
3 H -0.95 -0.83 0.99  C6 1.121
4 H -2.07 0.34 0.22  C6 1.146
5 H 1.05 -0.92 0.84  C7 1.103
6 C -1.11 -0.27 0.03  H2 1.162, H3 1.121, H4 1.146, N10 1.394
7 C 1.16 -0.21 0.00  H5 1.103, H8 1.099, H9 1.136, N10 1.470
8 H 1.38 -0.82 -0.89  C7 1.099
9 H 2.07 0.39 0.34  C7 1.136
10 N -0.05 0.61 -0.17  H1 1.018, C6 1.394, C7 1.470

Values from the calculation:
* E_LUMO: 1.2 eV
* SMILES string: CNC
* E_tot: -3676.675 eV
* ΔE to the lowest compared entry with this formula, charge and spin: 0.808 eV
* E_HOMO: -0.326 Ha
* max |F|: 3.71 eV Å⁻¹

=====

The following is a DFT calculation (wB97M-V/def2-TZVPD) of a 2-piece molecular cluster, C2H7N overall at a distorted geometry.

Bonds (Å) are listed after each position.
Positions of all 10 atoms, in Å:
1 H -0.67 0.90 3.58  C9 1.021
2 N 1.39 0.65 -6.41  H5 0.961, H8 1.008, H10 0.980
3 H -1.16 -1.62 5.19  C4 1.160
4 C -0.39 -0.86 4.79  H3 1.160, H7 1.010, C9 1.367
5 H 1.59 1.36 -7.02  N2 0.961
6 H -2.13 -0.01 3.68  C9 1.142
7 H 0.58 -1.00 5.06  C4 1.010
8 H 0.49 0.81 -5.98  N2 1.008
9 C -1.02 0.01 3.94  H1 1.021, C4 1.367, H6 1.142
10 H 1.32 -0.23 -6.83  N2 0.980

Values from the calculation:
* E_LUMO: 1.4 eV
* SMILES string: C=C.N
* E_tot: -3675.931 eV
* ΔE to the lowest compared entry with this formula, charge and spin: 1.552 eV
* E_HOMO: -0.367 Ha
* max |F|: 7.07 eV Å⁻¹

=====

The following is a DFT calculation (wB97M-V/def2-TZVPD) of a 2-piece molecular cluster, C2H7N2O overall at a distorted geometry.

Bonds (Å) are listed after each position.
Positions of all 12 atoms, in Å:
1 H 0.37 1.35 1.88  C10 1.126
2 H -0.57 -0.36 -2.91  N12 1.009
3 H -1.13 1.15 2.82  C10 1.103
4 H 1.49 -2.04 -0.09  N7 1.031
5 H -0.23 -0.39 0.66  O9 1.004
6 C 0.21 -1.01 -1.13  N7 1.347, N12 1.457
7 N 1.49 -1.28 -0.79  H4 1.031, C6 1.347
8 H -1.19 1.70 1.04  C10 1.111
9 O -0.87 -0.35 1.44  H5 1.004, C10 1.460
10 C -0.71 1.06 1.81  H1 1.126, H3 1.103, H8 1.111, O9 1.460
11 H 1.02 0.26 -2.49  N12 0.978
12 N 0.13 -0.08 -2.24  H2 1.009, C6 1.457, H11 0.978

Values from the calculation:
* E_LUMO: 4.2 eV
* E_tot: -7213.460 eV
* ΔE to the lowest compared entry with this formula, charge and spin: 1.920 eV
* E_HOMO: -0.074 Ha
* charge: -1
* max |F|: 3.08 eV Å⁻¹

=====

The following is a DFT calculation (wB97M-V/def2-TZVPD) of a 2-piece molecular cluster, C2H7N2O overall at a distorted geometry.

Bonds (Å) are listed after each position.
Positions of all 12 atoms, in Å:
1 O 1.24 -0.30 1.55  C10 1.449, H11 0.995
2 H 0.25 0.72 3.05  C10 1.086
3 N -1.28 -1.22 -1.66  H4 1.029, H6 1.054, C12 1.419
4 H -1.82 -1.60 -2.44  N3 1.029
5 H 0.72 1.75 1.62  C10 1.102
6 H -1.88 -0.42 -1.32  N3 1.054
7 H -0.52 0.68 1.35  C10 1.075
8 N 0.35 0.36 -1.57  H9 1.086, C12 1.259
9 H 1.42 0.41 -1.41  N8 1.086
10 C 0.35 0.77 1.97  O1 1.449, H2 1.086, H5 1.102, H7 1.075
11 H 1.07 -0.29 0.57  O1 0.995
12 C 0.10 -0.86 -1.71  N3 1.419, N8 1.259

Values from the calculation:
* multiplicity: 2
* E_LUMO (spin up / spin down): 1.1 / -1.4 eV
* E_tot: -7211.884 eV
* ΔE to the lowest compared entry with this formula, charge and spin: 1.992 eV
* <S²>: 0.754
* E_HOMO (spin up / spin down): -0.351 / -0.369 Ha
* max |F|: 4.27 eV Å⁻¹

=====

The following is a DFT calculation (wB97M-V/def2-TZVPD) of an isolated ion of composition C2H7N2O and charge +1 at a distorted geometry.

Bonds (Å) are listed after each position.
Positions of all 12 atoms, in Å:
1 N 0.85 -1.36 0.62  C3 1.612, H4 1.076, H6 1.068, H9 1.106
2 H 1.30 0.79 0.52  C3 1.064
3 C 0.76 0.09 -0.07  N1 1.612, H2 1.064, H8 1.042, C12 1.545
4 H 0.86 -2.38 0.28  N1 1.076
5 H -2.04 2.04 -0.72  N7 1.010
6 H 1.37 -1.21 1.54  N1 1.068
7 N -1.17 1.54 -0.79  H5 1.010, H10 1.013, C12 1.388
8 H 1.11 -0.01 -1.04  C3 1.042
9 H -0.22 -1.35 0.87  N1 1.106
10 H -0.49 2.02 -1.36  N7 1.013
11 O -1.56 -0.53 0.33  C12 1.306
12 C -0.76 0.36 -0.18  C3 1.545, N7 1.388, O11 1.306

Values from the calculation:
* E_LUMO: -3.8 eV
* SMILES string: NC(=O)C[NH3+]
* E_tot: -7207.815 eV
* ΔE to the lowest compared entry with this formula, charge and spin: 1.330 eV
* E_HOMO: -0.563 Ha
* charge: +1
* max |F|: 5.22 eV Å⁻¹

=====

The following is a DFT calculation (wB97M-V/def2-TZVPD) of an isolated ion of composition C2H7N2O and charge +1 at a distorted geometry.

Bonds (Å) are listed after each position.
Positions of all 12 atoms, in Å:
1 H 2.92 0.32 0.79  C10 1.160
2 H 2.75 0.01 -0.88  C10 1.054
3 H 1.98 -1.09 0.16  C10 1.023
4 H -0.08 0.58 1.11  N12 0.978
5 C -1.33 0.31 -0.52  N6 1.312, H11 1.026, N12 1.355
6 N -2.49 0.18 0.09  C5 1.312, H7 1.012, H9 0.992
7 H -3.28 0.42 -0.48  N6 1.012
8 O 1.06 0.70 -0.45  C10 1.449, N12 1.415
9 H -2.46 -0.06 1.05  N6 0.992
10 C 2.19 -0.10 0.00  H1 1.160, H2 1.054, H3 1.023, O8 1.449
11 H -1.18 0.49 -1.52  C5 1.026
12 N -0.16 0.34 0.17  H4 0.978, C5 1.355, O8 1.415

Values from the calculation:
* E_LUMO: -4.3 eV
* SMILES string: CO/[NH+]=C/N
* E_tot: -7205.815 eV
* ΔE to the lowest compared entry with this formula, charge and spin: 3.330 eV
* E_HOMO: -0.550 Ha
* charge: +1
* max |F|: 4.71 eV Å⁻¹